A 14-piece molecular cluster, C56H154N14O14 overall at a distorted geometry. Source: OMol25; level of theory: wB97M-V/def2-TZVPD.

Values from the calculation:
Relative energy (zero: lowest compared OMol25 entry of this formula, charge and spin) ... 747.48 kJ/mol
Kohn-Sham gap ... 8.96 eV

The geometry in ORCA input format:
```
! wB97M-V def2-TZVPD RIJCOSX def2/J DEFGRID3
* xyz 0 1
C -17.235 -11.043 8.106
C -17.472 -9.681 7.526
C -18.645 -9.735 6.527
O -19.073 -8.427 6.057
C -20.370 -8.390 5.764
N -17.761 -8.710 8.639
H -16.206 -11.159 8.446
H -17.690 -11.872 7.564
H -17.709 -11.152 9.082
H -16.692 -9.393 6.820
H -19.416 -10.153 7.174
H -18.547 -10.415 5.681
H -20.947 -8.224 6.674
H -20.872 -9.232 5.289
H -20.478 -7.491 5.156
H -16.931 -8.279 9.019
H -18.214 -7.920 8.202
C -18.954 -5.097 5.082
C -18.005 -3.991 5.356
C -18.654 -2.534 5.532
O -19.087 -2.026 4.254
C -19.589 -0.671 4.381
N -17.103 -4.414 6.370
H -19.546 -5.282 5.978
H -18.471 -5.998 4.701
H -19.648 -4.778 4.305
H -17.491 -3.873 4.402
H -18.065 -1.853 6.146
H -19.574 -2.687 6.095
H -19.762 -0.347 3.355
H -18.845 -0.005 4.818
H -20.556 -0.525 4.861
H -16.392 -3.707 6.491
H -16.572 -5.192 6.006
C -23.740 1.279 4.355
C -22.804 1.235 3.103
C -23.484 1.278 1.636
O -22.536 0.827 0.697
C -22.943 0.873 -0.673
N -21.793 2.341 3.238
H -24.616 0.633 4.285
H -24.133 2.288 4.480
H -23.193 0.976 5.248
H -22.138 0.390 3.282
H -23.865 2.246 1.312
H -24.385 0.664 1.651
H -23.794 0.260 -0.968
H -22.106 0.526 -1.279
H -23.168 1.826 -1.151
H -20.949 2.179 2.707
H -22.120 3.274 3.033
C -18.812 2.144 -0.840
C -17.935 1.548 0.310
C -18.673 1.738 1.688
O -19.199 3.010 2.041
C -18.173 3.982 2.291
N -17.584 0.096 0.148
H -19.891 2.014 -0.756
H -18.490 1.955 -1.864
H -18.712 3.228 -0.775
H -17.047 2.165 0.446
H -18.064 1.392 2.523
H -19.543 1.082 1.673
H -17.671 4.280 1.370
H -17.447 3.603 3.010
H -18.648 4.860 2.728
H -17.102 -0.245 0.966
H -18.428 -0.421 -0.056
C -18.864 2.663 5.530
C -19.861 3.600 6.291
C -19.921 4.973 5.543
O -18.750 5.770 5.564
C -18.934 7.066 5.007
N -21.163 2.940 6.198
H -17.992 3.182 5.132
H -19.353 2.146 4.705
H -18.429 1.931 6.211
H -19.646 3.725 7.352
H -20.794 5.496 5.933
H -20.133 4.863 4.479
H -17.944 7.454 4.768
H -19.583 7.707 5.605
H -19.395 7.076 4.020
H -21.872 3.567 6.551
H -21.446 2.707 5.257
C -25.463 -7.593 2.214
C -25.470 -7.070 3.727
C -24.167 -6.326 3.991
O -23.955 -6.055 5.426
C -22.865 -5.189 5.654
N -26.597 -6.118 3.850
H -26.212 -8.384 2.169
H -24.496 -8.047 1.999
H -25.757 -6.849 1.474
H -25.587 -7.841 4.488
H -24.022 -5.420 3.402
H -23.395 -7.048 3.725
H -22.950 -4.850 6.686
H -22.693 -4.326 5.009
H -22.010 -5.854 5.531
H -26.268 -5.195 3.605
H -26.812 -6.039 4.834
C -15.453 -1.102 3.962
C -14.491 0.065 3.788
C -13.279 -0.098 4.723
O -12.623 1.196 4.982
C -11.437 1.144 5.716
N -14.080 0.011 2.418
H -14.855 -2.006 3.851
H -16.252 -1.204 3.228
H -15.806 -1.115 4.993
H -15.080 0.972 3.925
H -12.541 -0.809 4.352
H -13.526 -0.444 5.727
H -10.996 2.055 6.122
H -10.630 0.817 5.061
H -11.396 0.294 6.396
H -13.163 0.407 2.268
H -14.819 0.493 1.927
C -20.676 -1.777 8.972
C -21.246 -0.660 8.113
C -22.396 0.123 8.910
O -23.532 -0.471 9.416
C -24.298 -1.086 8.407
N -20.080 0.184 7.794
H -19.968 -1.322 9.664
H -20.129 -2.360 8.231
H -21.400 -2.417 9.477
H -21.689 -1.226 7.294
H -22.645 0.959 8.255
H -22.021 0.526 9.851
H -24.592 -0.432 7.586
H -25.202 -1.415 8.919
H -23.817 -1.999 8.055
H -20.285 0.901 7.113
H -19.757 0.703 8.598
C -23.971 -9.258 7.862
C -24.364 -8.153 8.817
C -23.227 -7.298 9.373
O -22.490 -6.540 8.475
C -21.377 -5.763 9.024
N -25.273 -7.191 8.182
H -24.857 -9.796 7.524
H -23.203 -9.818 8.395
H -23.373 -8.794 7.077
H -24.848 -8.533 9.716
H -22.616 -8.071 9.838
H -23.620 -6.780 10.247
H -21.023 -5.171 8.180
H -20.668 -6.530 9.334
H -21.633 -5.101 9.851
H -24.683 -6.797 7.463
H -25.306 -6.421 8.836
C -15.317 0.382 7.506
C -15.469 -0.917 8.439
C -14.537 -2.047 7.868
O -14.979 -2.697 6.658
C -13.939 -3.491 6.160
N -15.045 -0.438 9.709
H -14.352 0.874 7.625
H -16.075 0.994 7.996
H -15.503 0.180 6.451
H -16.434 -1.405 8.577
H -14.666 -2.784 8.661
H -13.486 -1.761 7.874
H -13.670 -4.267 6.877
H -13.087 -2.906 5.814
H -14.412 -3.946 5.290
H -14.083 -0.135 9.760
H -15.146 -1.223 10.336
C -15.278 -6.730 3.459
C -14.997 -7.719 4.554
C -13.817 -8.594 4.494
O -13.783 -9.498 3.386
C -12.794 -10.510 3.343
N -14.893 -6.958 5.805
H -14.325 -6.264 3.211
H -15.894 -5.884 3.764
H -15.453 -7.226 2.505
H -15.893 -8.335 4.625
H -13.805 -9.162 5.424
H -12.908 -7.998 4.585
H -12.820 -10.831 2.302
H -12.833 -11.170 4.210
H -11.820 -10.051 3.516
H -14.980 -7.573 6.601
H -13.926 -6.669 5.839
C -20.521 -4.551 1.041
C -20.294 -3.340 0.197
C -21.484 -2.842 -0.672
O -21.977 -3.685 -1.662
C -21.493 -3.449 -2.943
N -19.789 -2.174 0.907
H -20.933 -5.358 0.435
H -21.168 -4.351 1.895
H -19.617 -4.827 1.585
H -19.555 -3.611 -0.557
H -21.124 -1.959 -1.200
H -22.246 -2.338 -0.077
H -22.072 -2.627 -3.364
H -21.857 -4.252 -3.584
H -20.411 -3.351 -3.039
H -19.007 -2.360 1.519
H -20.430 -1.704 1.530
C -17.475 -5.079 9.885
C -16.888 -5.788 11.069
C -15.530 -6.394 10.731
O -15.548 -7.241 9.549
C -14.238 -7.704 9.254
N -16.659 -4.790 12.038
H -18.332 -4.450 10.126
H -17.604 -5.769 9.052
H -16.816 -4.384 9.365
H -17.574 -6.525 11.487
H -15.098 -6.925 11.578
H -14.965 -5.497 10.479
H -13.676 -6.788 9.066
H -14.156 -8.428 8.444
H -13.812 -8.048 10.196
H -16.453 -5.194 12.940
H -17.565 -4.355 12.133
C -12.136 -6.106 1.075
C -12.047 -4.681 0.545
C -13.197 -3.903 1.181
O -14.427 -4.363 0.604
C -15.599 -3.757 1.118
N -10.870 -4.059 1.019
H -11.803 -6.404 2.069
H -11.513 -6.754 0.458
H -13.156 -6.486 1.009
H -12.047 -4.685 -0.545
H -13.042 -2.855 0.926
H -13.220 -3.993 2.267
H -16.345 -4.260 0.502
H -15.491 -2.682 0.977
H -15.803 -3.908 2.178
H -10.887 -3.098 0.707
H -9.992 -4.488 0.761
*
```